26
Properties=species:S:1:pos:R:3:forces:R:3:nbo_charge:R:1 method="wB97M-V/def2-TZVPD" e_above_lowest_kcal_mol=10.8 gap_ev="10.5 / 5.6" total_energy_ha=-687.2014 spin_multiplicity=2
O -0.249 -0.055 -0.623 1.815 -1.781 -1.081 -0.96
H 2.415 0.366 2.707 -0.169 -0.057 0.350 0.47
H 0.853 -2.782 -1.736 -0.120 0.380 -0.225 0.47
O -2.562 1.745 -0.857 0.237 0.124 -0.149 -0.95
H -1.644 1.468 -0.708 -0.240 -0.113 -0.615 0.48
O 1.829 0.881 0.797 0.958 0.357 0.451 -0.92
H 1.029 1.183 0.363 -0.339 -0.343 -0.031 0.50
H 2.120 0.067 0.362 -0.056 0.684 -0.168 0.45
O 2.001 -1.337 -0.608 -0.090 -0.252 -0.476 -0.49
H -2.028 2.728 1.704 -0.130 0.163 -0.167 0.48
H -3.574 0.309 1.848 -0.169 -0.017 0.143 0.48
O 0.498 -2.996 -2.602 -0.080 -0.593 -0.256 -0.94
H 0.371 -0.853 -0.478 -1.902 1.153 0.756 0.48
H 2.341 -1.727 0.186 0.577 -0.999 1.389 0.46
O -2.047 1.778 1.823 0.387 -0.395 0.333 -0.97
H -2.766 -0.499 0.886 -0.155 -0.333 -0.048 0.45
H -2.193 1.395 0.944 -0.309 0.599 0.286 0.48
O 2.013 0.223 3.580 0.106 0.308 -0.343 -0.95
H 1.369 0.945 3.589 -0.009 -0.260 0.192 0.47
H -2.892 1.237 -1.610 0.159 -0.020 0.258 0.49
O 2.115 0.024 -2.747 -1.037 1.908 -2.044 -0.95
H 2.025 0.689 -2.062 0.561 -0.432 0.359 0.48
H 2.350 -0.826 -2.452 0.594 -0.949 0.966 0.48
O -3.642 -0.475 1.289 0.173 -0.021 -0.053 -0.94
H 0.425 -2.217 -3.163 0.154 0.175 0.382 0.48
H 0.159 0.052 -1.508 -0.916 0.714 -0.207 0.48